# C36H71F9O18

7 unconnected molecules or ions with the total composition C36H71F9O18 in a non-equilibrium geometry (the ωB97M-V functional and the def2-TZVPD basis, the OMol25 dataset).

As for the total charge: 0. The SMILES is CCOC(=O)C(F)(F)F.CCOC(=O)C(F)(F)F.CCOC(=O)C(F)(F)F.COCCOCCOC.COCCOCCOC.COCCOCCOC.COCCOCCOC. As for the total energy: -99787.669 eV. For the HOMO-LUMO gap, the calculation gives 9.83 eV. The energy above the lowest of the compared OMol25 structures with the same formula, charge and spin is 1.7296 eV. As for the spin multiplicity: 1.

Each line ends with the Löwdin charge.
Cartesian coordinates (Å):
C  5.570  -1.160  -0.816  -0.083
O  4.915  -2.210  -1.531  -0.200
C  4.038  -2.979  -0.754  -0.231
C  3.376  -3.997  -1.680  -0.194
O  2.784  -3.432  -2.811  -0.129
C  1.726  -2.477  -2.587  -0.145
C  1.092  -2.318  -3.959  -0.218
O  0.162  -3.315  -4.128  -0.178
C  -0.378  -3.515  -5.390  -0.096
H  4.832  -0.557  -0.247  0.097
H  6.129  -0.679  -1.568  0.072
H  6.252  -1.633  -0.095  0.089
H  3.300  -2.257  -0.326  0.105
H  4.583  -3.522  0.021  0.126
H  2.691  -4.558  -1.044  0.118
H  4.225  -4.558  -2.069  0.133
H  2.266  -1.560  -2.316  0.110
H  0.960  -2.811  -1.851  0.128
H  1.884  -2.337  -4.722  0.140
H  0.601  -1.345  -3.969  0.123
H  0.329  -3.789  -6.128  0.078
H  -0.852  -2.627  -5.712  0.078
H  -1.080  -4.316  -5.211  0.090
C  1.376  -3.802  3.230  -0.110
O  0.065  -3.937  2.684  -0.186
C  0.249  -4.103  1.252  -0.155
C  -1.156  -4.259  0.554  -0.163
O  -1.167  -4.014  -0.831  -0.164
C  -2.342  -4.240  -1.566  -0.198
C  -3.386  -3.180  -1.460  -0.196
O  -2.821  -1.908  -1.803  -0.190
C  -3.673  -0.814  -1.676  -0.120
H  1.236  -3.891  4.302  0.090
H  1.717  -2.782  3.123  0.058
H  2.094  -4.537  2.903  0.089
H  0.918  -4.881  1.039  0.093
H  0.779  -3.193  0.903  0.108
H  -1.930  -3.614  1.039  0.114
H  -1.535  -5.290  0.718  0.126
H  -2.763  -5.257  -1.324  0.142
H  -1.882  -4.233  -2.612  0.144
H  -3.820  -3.082  -0.437  0.123
H  -4.247  -3.411  -2.171  0.147
H  -3.959  -0.629  -0.627  0.083
H  -4.610  -0.899  -2.305  0.097
H  -3.109  0.036  -2.043  0.078
C  3.539  1.108  -2.963  -0.077
O  3.975  1.996  -1.905  -0.208
C  4.995  2.870  -2.332  -0.200
C  5.484  3.585  -1.028  -0.218
O  6.409  4.515  -1.467  -0.137
C  7.087  5.189  -0.428  -0.186
C  8.008  6.274  -1.012  -0.219
O  7.181  7.344  -1.372  -0.173
C  7.843  8.347  -2.083  -0.111
H  2.473  0.956  -2.929  0.050
H  4.074  0.145  -2.931  0.077
H  3.809  1.581  -3.952  0.103
H  4.587  3.661  -2.976  0.129
H  5.899  2.374  -2.807  0.145
H  5.981  2.872  -0.316  0.130
H  4.671  3.939  -0.420  0.118
H  7.556  4.446  0.281  0.139
H  6.411  5.795  0.176  0.124
H  8.597  5.867  -1.857  0.135
H  8.736  6.501  -0.263  0.110
H  7.146  9.187  -2.111  0.093
H  8.013  8.028  -3.109  0.090
H  8.757  8.633  -1.614  0.076
C  -4.214  -4.896  3.793  -0.110
O  -4.428  -3.619  4.341  -0.164
C  -4.471  -2.725  3.264  -0.200
C  -4.595  -1.320  3.919  -0.154
O  -4.105  -0.484  2.876  -0.161
C  -4.328  0.884  3.076  -0.202
C  -3.496  1.626  2.053  -0.233
O  -3.810  2.942  1.962  -0.159
C  -3.016  3.805  2.679  -0.108
H  -5.018  -5.108  3.113  0.082
H  -4.207  -5.606  4.632  0.099
H  -3.275  -5.056  3.310  0.073
H  -5.201  -2.940  2.508  0.120
H  -3.502  -2.725  2.756  0.113
H  -3.979  -1.239  4.802  0.106
H  -5.587  -1.100  4.210  0.114
H  -4.046  1.130  4.116  0.128
H  -5.387  1.085  3.120  0.127
H  -3.732  1.094  1.110  0.123
H  -2.422  1.496  2.254  0.123
H  -3.281  3.874  3.714  0.080
H  -3.196  4.788  2.330  0.080
H  -1.955  3.504  2.588  0.102
C  1.092  -0.125  0.547  -0.025
C  -0.289  -0.287  -0.055  -0.175
O  -0.820  1.028  -0.306  -0.005
C  -0.553  1.717  -1.451  -0.371
O  0.193  1.378  -2.300  0.184
C  -1.381  3.011  -1.469  -0.550
F  -1.258  3.501  -2.718  0.160
F  -2.645  2.799  -1.178  0.184
F  -0.883  3.892  -0.591  0.171
H  1.661  -1.028  0.472  0.037
H  1.010  0.162  1.593  0.072
H  1.719  0.533  -0.058  0.086
H  -1.026  -0.740  0.583  0.121
H  -0.282  -0.881  -0.935  0.098
C  -1.026  -0.989  5.094  -0.030
C  -0.371  0.363  5.177  -0.198
O  0.919  0.410  5.832  0.022
C  1.886  -0.368  5.210  -0.363
O  1.923  -0.812  4.118  0.171
C  3.142  -0.501  6.029  -0.517
F  3.528  -1.811  5.938  0.128
F  4.095  0.223  5.509  0.211
F  3.007  -0.297  7.386  0.131
H  -1.992  -0.807  4.685  0.045
H  -1.017  -1.512  6.049  0.100
H  -0.462  -1.626  4.369  0.083
H  -0.922  0.968  5.869  0.120
H  -0.229  0.848  4.221  0.119
C  -6.657  2.759  -1.375  -0.053
C  -5.873  3.624  -2.349  -0.207
O  -5.224  2.907  -3.403  0.031
C  -6.151  2.316  -4.176  -0.360
O  -7.358  2.514  -4.213  0.144
C  -5.480  1.263  -5.092  -0.466
F  -4.760  0.307  -4.463  0.139
F  -6.404  0.559  -5.839  0.121
F  -4.637  1.875  -5.954  0.152
H  -7.490  2.272  -1.881  0.073
H  -6.914  3.384  -0.516  0.083
H  -6.005  2.017  -0.815  0.095
H  -4.968  4.023  -1.881  0.122
H  -6.522  4.381  -2.772  0.126



# C7H11BrN2

2 unconnected molecules or ions with the total composition C7H11BrN2 in a non-equilibrium geometry (the ωB97M-V functional and the def2-TZVPD basis, the OMol25 dataset).

As for the total charge: 0. As for the total energy: -80456.328 eV. For the HOMO-LUMO gap (spin up / spin down), the calculation gives 8.73 / 8.73 eV. The energy above the lowest of the compared OMol25 structures with the same formula, charge and spin is 2.6094 eV. As for the spin multiplicity: 1.

Each line ends with the Löwdin charge.
Cartesian coordinates (Å):
C  -1.257  -0.864  -2.550  -0.307
C  -0.549  0.493  1.706  -0.228
C  -1.754  0.801  0.890  -0.172
C  0.444  -0.208  0.773  -0.302
C  -0.975  1.179  -0.351  -0.243
C  1.117  -0.913  -2.472  -0.129
C  -0.140  -1.237  -1.830  -0.710
N  -2.097  -0.367  -3.198  0.195
N  0.158  0.298  -0.497  -0.009
Br  -0.316  -2.818  -0.748  0.835
H  -0.090  1.429  2.163  0.126
H  -0.531  0.052  2.723  0.111
H  -2.461  -0.017  0.708  0.114
H  -2.314  1.658  1.389  0.135
H  1.458  -0.010  1.052  0.108
H  0.276  -1.340  0.925  0.038
H  -1.662  1.212  -1.194  0.098
H  -0.675  2.180  -0.264  0.106
H  0.976  -0.035  -3.035  0.089
H  1.564  -1.680  -3.092  0.095
H  1.859  -0.741  -1.789  0.052